# 1
# C3H6EuO5

C3H6EuO5 as an isolated structure at a distorted geometry (ωB97M-V/def2-TZVPD, OMol25).

Structure (XYZ):
```
15
Properties=species:S:1:pos:R:3
C 1.32435 -0.47211 0.15979
C -0.16943 -0.23400 0.34608
O -0.35018 0.77207 1.36275
C -1.56115 1.16306 1.64561
O -2.58200 0.70071 1.04756
O -1.71550 2.10205 2.48779
O 1.54431 -1.46853 -0.77003
Eu -4.21804 2.16123 2.45579
H 1.75539 -0.74841 1.14230
H 1.79336 0.49538 -0.12118
H -0.67125 -1.15732 0.66616
H -0.62564 0.11633 -0.58951
H 1.84648 -1.19952 -2.10501
O 2.22710 -1.09052 -3.61998
H 1.40219 -1.14044 -4.10813
```

Total charge = +1
HOMO-LUMO gap (alpha / beta) = 6.6794 / 6.3940 eV
DFT total energy = -32761.812 eV
Multiplicity = 7
Highest occupied orbital energy (alpha / beta) = -12.3 / -12.1 eV

---

# 2
# C3H4OS

One molecule with the formula C3H4OS at a distorted geometry (ωB97M-V/def2-TZVPD, OMol25).

Structure (XYZ):
```
9
Properties=species:S:1:pos:R:3
C -0.37377 -0.14948 0.16025
C 1.12567 0.24934 0.16209
S 2.61200 -0.77717 0.43962
C 1.98164 0.06571 1.73503
O 1.92793 0.53756 2.83588
H -0.58506 -0.75615 1.11385
H -0.47302 -0.70208 -0.75050
H -0.87123 0.72276 0.18508
H 1.32916 1.26747 -0.26891
```

SMILES = C[C@@H]1SC1=O
HOMO-LUMO gap = 9.0808 eV
DFT total energy = -16056.047 eV
Multiplicity = 1
Highest occupied orbital energy = -8.5 eV

---

# 3
# C4H13NO2

A 3-piece molecular cluster, C4H13NO2 overall at a distorted geometry (ωB97M-V/def2-TZVPD, OMol25).

Structure (XYZ):
```
20
Properties=species:S:1:pos:R:3
C -0.32676 2.46479 1.03747
C 0.45184 1.24828 0.61944
C -0.12953 0.03248 0.69452
N 0.46240 -1.21232 0.52538
C 0.01166 -2.49582 1.05082
H -1.37199 2.14139 1.10839
H -0.08240 2.93734 1.98922
H -0.31187 3.22783 0.25556
H 1.42749 1.31245 0.14578
H -0.99520 -0.01558 1.35823
H 1.41110 -1.16264 0.19320
H 0.40717 -2.69871 2.04791
H -1.07788 -2.47592 1.09194
H 0.33188 -3.27951 0.36938
O -0.22252 -1.59059 -2.28350
H 0.19071 -0.71224 -2.41737
H -0.27770 -1.69294 -1.32858
O 0.39633 1.23000 -2.31299
H -0.34984 1.63396 -2.73295
H 0.05512 1.10775 -1.41185
```

SMILES = C/C=C/NC.O.O
HOMO-LUMO gap = 9.0611 eV
DFT total energy = -9942.970 eV
Multiplicity = 1
Highest occupied orbital energy = -8.2 eV

---

# 4
# C9H6N4S

One molecule with the formula C9H6N4S at a distorted geometry (ωB97M-V/def2-TZVPD, OMol25).

Structure (XYZ):
```
20
Properties=species:S:1:pos:R:3
N 0.73413 0.80618 -3.55854
C -0.09056 0.53800 -2.52916
N -1.47150 0.57357 -2.85324
C -2.26336 0.24155 -1.87357
N -2.01552 -0.02326 -0.60344
C -0.69221 -0.11460 -0.26389
C 0.26094 0.07264 -1.25780
S 1.93093 -0.00544 -0.58887
C 1.29331 -0.19208 0.99752
N 2.13325 -0.46408 2.00753
C 1.55637 -0.54782 3.16074
C 0.17906 -0.42764 3.33879
C -0.67982 -0.41891 2.32270
C -0.02907 -0.23712 1.03724
H 1.74309 0.81019 -3.44367
H 0.39853 1.27750 -4.41286
H -3.29651 0.08735 -2.22624
H 2.21450 -0.95371 3.89200
H -0.15435 -0.60380 4.38687
H -1.75120 -0.41853 2.46786
```

SMILES = Nc1ncnc2c1sc1ncccc12
HOMO-LUMO gap = 8.5189 eV
DFT total energy = -26226.072 eV
Multiplicity = 1
Highest occupied orbital energy = -8.5 eV

---

# 5
# C2H8FNSi

C2H8FNSi as an isolated structure at a distorted geometry (ωB97M-V/def2-TZVPD, OMol25).

Structure (XYZ):
```
13
Properties=species:S:1:pos:R:3
C 1.13619 -0.53398 0.28601
C -0.68847 -1.88878 -0.26170
N -0.15828 -0.59832 0.11912
F -2.65244 0.18903 0.37134
Si -1.21401 0.79671 -0.15214
H 1.57280 0.39861 0.58613
H 1.76954 -1.38002 0.08657
H 2.09649 4.23872 -0.61378
H -0.25474 -2.66337 0.37077
H -1.76833 -1.88626 -0.13434
H -0.45797 -2.11772 -1.30299
H -0.88220 1.63298 0.99500
H 1.50141 3.81240 -0.34999
```

HOMO-LUMO gap (alpha / beta) = 6.4590 / 6.5231 eV
DFT total energy = -14287.445 eV
Multiplicity = 1
Highest occupied orbital energy (alpha / beta) = -6.9 / -7.0 eV

---

# 6
# C4H10OS

A 2-piece molecular cluster, C4H10OS overall at a distorted geometry (ωB97M-V/def2-TZVPD, OMol25).

Structure (XYZ):
```
16
Properties=species:S:1:pos:R:3
C -1.61791 -2.56878 -0.36389
C -0.75921 -1.74287 0.17240
C -0.48846 -1.62727 1.63203
H -2.31986 -3.18222 0.15983
H -1.61964 -2.67598 -1.34640
H 0.05923 -1.31532 -0.51737
H 0.36760 -0.95154 1.76543
H -0.37862 -2.59345 2.17634
H -1.38165 -1.15631 1.93351
C 1.17933 1.76232 -0.72005
S 1.69653 2.91594 0.53594
O 2.51770 4.03230 -0.33615
H 0.53662 1.02636 -0.07058
H 2.16013 1.32054 -0.97232
H 0.64083 2.04301 -1.56398
H 2.03988 4.33476 -1.01884
```

SMILES = C=CC.CSO
HOMO-LUMO gap = 9.2403 eV
DFT total energy = -17190.128 eV
Multiplicity = 1
Highest occupied orbital energy = -8.4 eV